Entry 1:
47
Properties=species:S:1:pos:R:3:nbo_charge:R:1 method="wB97M-V/def2-TZVPD" e_lumo_ev=4.70 homo_energy_ev=-0.987 de_lowest_kj_mol=2.54 energy_ha=-2063.0416 total_charge=-2 multiplicity=1 gap_ev=5.7
Tl 1.57 1.24 -0.31 0.45
F -3.26 3.43 2.03 -0.36
C -2.74 2.45 1.23 0.41
C -1.38 2.38 1.01 -0.37
C -0.83 1.40 0.19 -0.21
C -1.71 0.46 -0.41 -0.24
C -3.07 0.56 -0.12 0.43
F -3.99 -0.32 -0.63 -0.37
C -3.62 1.54 0.69 -0.42
C -1.15 -0.60 -1.30 0.25
C -1.90 -1.59 -1.95 -0.25
C -1.25 -2.54 -2.72 -0.18
C 0.12 -2.50 -2.86 -0.27
C 0.79 -1.48 -2.21 0.08
N 0.18 -0.57 -1.46 -0.42
H -0.74 3.12 1.48 0.20
H -4.68 1.58 0.87 0.22
H -2.97 -1.63 -1.86 0.22
H -1.84 -3.30 -3.23 0.19
H 0.67 -3.23 -3.45 0.20
H 1.87 -1.38 -2.28 0.19
F 0.53 4.36 -1.49 -0.36
C 0.39 3.81 -2.74 0.32
C 0.42 2.45 -2.91 -0.42
C 0.24 2.06 -4.20 0.31
F 0.23 0.71 -4.53 -0.38
C 0.07 2.91 -5.28 0.20
F -0.11 2.46 -6.56 -0.34
C 0.06 4.27 -5.06 0.23
F -0.08 5.14 -6.09 -0.33
C 0.22 4.73 -3.76 0.20
F 0.21 6.07 -3.54 -0.34
C 1.07 -1.52 5.49 -1.10
Si 1.77 -2.36 3.95 1.63
C 1.01 -4.08 3.84 -1.10
C 3.61 -2.61 4.32 -1.10
C 1.55 -1.42 2.46 -0.92
C 1.43 -0.75 1.42 -0.23
H 1.21 -2.12 6.39 0.20
H 0.00 -1.31 5.37 0.23
H 1.57 -0.56 5.63 0.23
H 1.18 -4.68 4.74 0.20
H 1.43 -4.62 2.99 0.23
H -0.07 -4.01 3.67 0.23
H 3.80 -3.22 5.21 0.20
H 4.07 -1.63 4.48 0.23
H 4.11 -3.06 3.47 0.23

Entry 2:
94
Properties=species:S:1:pos:R:3:mulliken_charge:R:1 method="wB97M-V/def2-TZVPD" e_lumo_ev=-2.48 homo_energy_ev=-11.085 de_lowest_kj_mol=7.85 energy_ha=-2356.4794 total_charge=+1 multiplicity=1 gap_ev=8.6
Hf -0.15 -0.54 -0.14 1.56
C -1.97 2.08 4.44 -1.68
C -1.41 2.24 3.06 0.47
C -1.16 3.41 2.39 -1.29
C -0.62 3.03 1.14 0.00
N -0.57 1.69 1.06 0.64
N -1.05 1.23 2.26 0.25
B -1.06 -0.25 2.68 -1.26
N -2.07 -1.01 1.76 0.82
N -2.24 -0.57 0.46 0.41
C -3.31 -1.25 -0.02 0.18
C -3.79 -2.11 0.94 -0.92
C -2.98 -1.94 2.06 1.00
C -3.07 -2.66 3.35 -1.81
C -3.88 -1.00 -1.35 0.42
C -4.13 0.31 -1.78 -0.38
C -4.66 0.55 -3.04 -0.63
C -4.96 -0.51 -3.88 -0.58
C -4.76 -1.81 -3.44 -0.95
C -4.23 -2.06 -2.18 -0.54
N 0.40 -0.77 2.57 0.81
N 1.26 -0.31 1.60 0.29
C 2.45 -0.88 1.87 -0.26
C 2.34 -1.73 2.96 -1.19
C 1.03 -1.64 3.38 0.90
C 0.36 -2.34 4.51 -1.39
C 3.72 -0.51 1.21 0.59
C 4.64 -1.48 0.82 -0.45
C 5.85 -1.11 0.27 -0.86
C 6.17 0.23 0.12 -0.54
C 5.27 1.21 0.53 -0.80
C 4.05 0.84 1.07 -0.12
C -0.20 4.01 0.12 0.89
C 0.32 3.65 -1.12 2.35
C 0.68 4.60 -2.07 -0.90
C 0.54 5.95 -1.79 -0.77
C 0.06 6.33 -0.55 -0.70
C -0.30 5.38 0.39 -1.13
H -2.24 3.06 4.83 0.43
H -1.24 1.64 5.12 0.31
H -2.86 1.45 4.44 0.30
H -1.34 4.40 2.76 0.52
H -1.42 -0.37 3.81 -0.19
H -4.64 -2.78 0.87 0.61
H -4.09 -2.96 3.54 0.52
H -2.71 -2.07 4.19 0.29
H -2.46 -3.57 3.29 0.24
H -3.94 1.13 -1.09 0.46
H -4.86 1.57 -3.35 0.46
H -5.37 -0.32 -4.86 0.43
H -5.00 -2.65 -4.09 0.43
H -4.09 -3.08 -1.84 0.48
H 3.13 -2.30 3.43 0.61
H 1.11 -2.88 5.09 0.47
H -0.36 -3.06 4.13 0.13
H -0.15 -1.65 5.17 0.25
H 4.39 -2.53 0.95 0.44
H 6.56 -1.87 -0.03 0.45
H 7.13 0.52 -0.29 0.43
H 5.53 2.26 0.44 0.47
H 3.36 1.60 1.42 0.57
H 0.47 2.61 -1.34 -1.24
H 1.07 4.27 -3.03 0.46
H 0.82 6.69 -2.53 0.40
H -0.05 7.38 -0.31 0.42
H -0.66 5.72 1.35 0.34
N -0.90 0.77 -1.98 -0.62
C -0.42 0.12 -3.23 -0.79
C -0.36 -1.39 -3.02 0.36
O 0.01 -2.13 -3.92 -0.71
N -0.77 -1.75 -1.78 0.85
C -0.85 -3.18 -1.50 -0.98
C -0.73 -3.38 0.00 0.29
O -1.22 -4.30 0.60 -0.69
O -0.03 -2.40 0.58 -0.63
H -1.87 0.49 -1.90 -0.63
H -0.92 1.77 -2.11 0.54
H 0.56 0.49 -3.50 0.27
H -1.09 0.31 -4.08 0.55
H -0.05 -3.72 -2.01 0.49
H -1.79 -3.61 -1.85 0.52
N 2.32 1.34 -1.53 0.24
C 2.58 0.04 -1.88 -0.67
C 3.46 -0.27 -2.92 -0.97
C 3.71 -1.59 -3.21 -0.78
C 3.10 -2.58 -2.43 -1.43
C 2.23 -2.20 -1.45 -0.76
N 1.92 -0.91 -1.20 1.77
H 2.93 2.04 -1.92 0.40
H 2.15 1.48 -0.55 -0.05
H 3.95 0.52 -3.46 0.52
H 4.39 -1.86 -4.01 0.49
H 3.30 -3.63 -2.61 0.56
H 1.76 -2.93 -0.82 0.91

Entry 3:
17
Properties=species:S:1:pos:R:3:nbo_charge:R:1 method="wB97M-V/def2-TZVPD" e_lumo_ev=-0.05 homo_energy_ev=-7.789 de_lowest_kj_mol=364.91 energy_ha=-272.5790 total_charge=0 multiplicity=1 gap_ev=7.7
C -1.75 0.51 -0.14 -0.62
C -0.96 -0.78 0.09 -0.36
C 0.34 -0.97 -0.77 -0.39
C 1.18 0.31 -0.82 -0.46
C 1.36 0.79 0.60 -0.12
C 0.66 0.19 1.59 -0.39
C -0.20 -0.96 1.36 0.13
H -2.13 0.58 -1.17 0.21
H -2.62 0.51 0.53 0.22
H -1.17 1.41 0.09 0.21
H -1.62 -1.63 -0.12 0.21
H 0.11 -1.41 -1.74 0.23
H 0.70 1.08 -1.44 0.22
H 2.16 0.11 -1.28 0.22
H 2.11 1.55 0.82 0.21
H 0.87 0.45 2.63 0.23
H 0.95 -1.72 -0.24 0.24

Entry 4:
89
Properties=species:S:1:pos:R:3:mulliken_charge:R:1 method="wB97M-V/def2-TZVPD" e_lumo_ev=2.22 homo_energy_ev=-4.169 de_lowest_kj_mol=92.63 energy_ha=-5375.0642 total_charge=-1 multiplicity=1 gap_ev=6.4
Tl -1.04 -0.70 -0.83 1.07
N -3.78 -1.85 -1.95 0.04
N -4.60 -2.27 -0.88 -0.36
C -4.16 -1.98 0.46 0.43
O -4.68 -2.66 1.33 -0.79
O -3.33 -1.05 0.58 -0.62
H -4.35 -1.74 -2.79 0.22
H -3.03 -2.52 -2.14 0.28
H -4.96 -3.22 -0.94 0.24
C 1.86 -2.61 0.21 -1.13
C 1.51 -1.88 1.52 1.64
C 2.78 -1.68 2.34 -1.47
C 0.47 -2.69 2.30 -1.24
O 0.94 -0.64 1.17 0.54
Si 0.70 0.73 2.06 -0.59
S -0.77 1.82 1.11 -0.66
O 0.47 0.17 3.59 -0.06
C 0.30 0.83 4.81 1.61
C -0.34 2.21 4.63 -1.58
C 1.67 0.98 5.48 -1.48
C -0.62 -0.07 5.66 -1.84
O 2.14 1.56 2.20 -0.13
C 2.75 2.38 1.23 1.95
C 2.09 3.76 1.25 -1.70
C 4.23 2.50 1.63 -2.01
C 2.63 1.78 -0.17 -1.41
H 2.38 -3.54 0.43 0.52
H 2.49 -1.98 -0.41 0.23
H 0.96 -2.82 -0.35 -0.28
H 3.23 -2.64 2.59 0.55
H 2.54 -1.14 3.24 0.09
H 3.50 -1.10 1.76 0.26
H 0.88 -3.65 2.62 0.50
H -0.40 -2.85 1.68 0.10
H 0.16 -2.12 3.17 -0.02
H 0.35 2.85 4.09 0.23
H -0.58 2.65 5.60 0.52
H -1.24 2.11 4.03 0.32
H 2.33 1.51 4.78 0.11
H 2.10 0.00 5.68 0.31
H 1.60 1.55 6.41 0.48
H -1.56 -0.21 5.13 0.39
H -0.82 0.39 6.63 0.43
H -0.16 -1.04 5.81 0.33
H 2.19 4.21 2.23 0.35
H 1.03 3.65 1.02 0.20
H 2.55 4.41 0.51 0.47
H 4.30 2.89 2.64 0.40
H 4.75 3.16 0.95 0.37
H 4.69 1.52 1.61 0.40
H 1.58 1.71 -0.45 0.07
H 3.05 0.77 -0.19 0.22
H 3.16 2.40 -0.90 0.77
N 3.72 1.96 -5.06 -0.46
C 2.67 1.51 -4.30 0.64
N 1.93 2.42 -3.65 -0.10
N 2.54 0.23 -4.21 -0.76
C 1.68 -0.41 -3.48 0.36
N 0.99 -1.15 -2.92 -0.22
H 3.67 2.89 -5.44 0.22
H 4.17 1.26 -5.63 0.27
H 2.04 3.40 -3.88 0.23
H 0.99 2.16 -3.35 0.00
Br 2.09 -6.75 -2.24 -0.19
C 0.68 -5.46 -2.17 0.16
C -0.22 -5.48 -1.11 -0.55
C -1.24 -4.54 -1.13 -0.50
N -1.38 -3.63 -2.09 -0.19
C -0.50 -3.62 -3.08 -0.51
C 0.55 -4.51 -3.17 -0.41
H -0.14 -6.20 -0.31 0.44
H -1.97 -4.51 -0.33 0.42
H -0.64 -2.86 -3.83 0.48
H 1.26 -4.46 -3.99 0.46
C -5.41 2.86 -2.76 -1.17
N -4.00 2.57 -2.65 0.14
C -3.03 3.05 -3.59 -0.33
C -1.81 2.17 -3.23 -0.20
O -0.73 2.27 -3.79 -0.83
N -2.17 1.34 -2.25 0.40
C -3.44 1.57 -1.91 0.00
N -4.08 0.93 -0.97 0.11
H -5.55 3.54 -3.61 0.42
H -5.79 3.35 -1.86 0.30
H -5.98 1.95 -2.94 0.35
H -2.81 4.11 -3.44 0.31
H -3.33 2.89 -4.63 0.39
H -3.65 0.15 -0.38 -0.20
H -5.05 1.15 -0.79 0.21

Entry 5:
90
Properties=species:S:1:pos:R:3:mulliken_charge:R:1 method="wB97M-V/def2-TZVPD" e_lumo_ev=-0.95 homo_energy_ev=-8.036 energy_ha=-2166.9350 total_charge=0 multiplicity=1 gap_ev=7.1
C -0.10 6.13 1.67 -0.96
N -0.62 5.19 2.65 -0.20
C 0.28 4.07 2.90 -1.50
C 0.36 3.08 1.75 0.81
C -0.88 2.43 1.39 -0.76
C -0.99 1.54 0.37 -0.87
C 0.18 1.25 -0.38 0.48
N 0.29 0.43 -1.43 -0.65
S 1.81 0.48 -1.91 0.16
N 2.41 1.52 -0.85 -0.59
C 1.41 1.88 -0.04 0.93
C 1.51 2.80 1.05 0.29
P 3.13 3.52 1.40 0.37
O 3.35 4.03 2.77 -0.67
H 0.32 5.65 0.78 0.38
H 0.68 6.74 2.14 0.24
H -0.89 6.81 1.37 0.38
H -1.53 4.86 2.35 0.28
H 1.26 4.48 3.11 0.53
H -0.05 3.53 3.79 0.35
H -1.76 2.65 1.98 0.40
H -1.93 1.07 0.14 0.46
H 3.27 4.48 0.38 0.08
H 4.01 2.51 1.00 0.09
C -4.24 10.54 4.24 -1.42
C -2.91 9.92 4.64 -0.37
N -1.93 9.93 3.57 0.20
C -0.79 9.07 3.82 -0.57
C 0.14 9.43 4.99 -1.22
C -1.65 11.23 2.99 -0.70
C -1.17 12.34 3.92 -0.97
H -4.62 10.07 3.33 0.33
H -4.97 10.38 5.03 0.43
H -4.16 11.61 4.07 0.29
H -3.08 8.87 4.91 0.45
H -2.55 10.42 5.55 0.27
H -0.20 9.02 2.90 0.29
H -1.17 8.06 3.99 0.37
H 0.76 10.30 4.77 0.25
H 0.82 8.60 5.18 0.45
H -0.41 9.62 5.91 0.27
H -2.56 11.57 2.48 0.38
H -0.92 11.07 2.19 0.36
H -1.78 12.41 4.82 0.25
H -1.23 13.30 3.41 0.38
H -0.13 12.20 4.23 0.26
C 3.84 -5.84 0.83 -1.46
C 2.72 -4.81 0.84 -0.34
N 2.58 -4.11 -0.43 0.19
C 1.74 -2.93 -0.35 -0.43
C 0.26 -3.10 -0.01 -0.92
C 2.39 -4.95 -1.59 -1.05
C 1.20 -5.93 -1.59 -0.52
H 4.78 -5.38 0.50 0.33
H 3.99 -6.23 1.83 0.44
H 3.62 -6.68 0.17 0.29
H 2.94 -4.06 1.60 0.47
H 1.79 -5.30 1.16 0.27
H 1.83 -2.39 -1.30 0.07
H 2.19 -2.27 0.40 0.37
H -0.30 -3.53 -0.84 0.20
H -0.18 -2.13 0.22 0.31
H 0.11 -3.74 0.86 0.31
H 3.30 -5.53 -1.75 0.41
H 2.31 -4.30 -2.46 0.35
H 1.13 -6.48 -0.65 0.25
H 1.32 -6.65 -2.39 0.24
H 0.25 -5.42 -1.75 0.20
C -2.41 -9.78 -7.10 -1.43
C -1.68 -10.36 -5.89 -0.35
N -0.39 -9.73 -5.66 0.12
C 0.45 -10.46 -4.73 -0.71
C -0.01 -10.59 -3.28 -0.85
C -0.42 -8.28 -5.50 -0.77
C -1.32 -7.70 -4.40 -0.78
H -1.77 -9.80 -7.98 0.34
H -3.30 -10.38 -7.31 0.43
H -2.74 -8.76 -6.92 0.29
H -1.48 -11.42 -6.08 0.46
H -2.35 -10.32 -5.02 0.27
H 1.44 -9.99 -4.75 0.35
H 0.59 -11.46 -5.14 0.40
H 0.07 -9.65 -2.73 0.10
H 0.61 -11.32 -2.76 0.40
H -1.05 -10.93 -3.21 0.27
H -0.72 -7.84 -6.45 0.37
H 0.60 -7.95 -5.34 0.34
H -2.32 -8.14 -4.41 0.30
H -1.43 -6.63 -4.55 0.36
H -0.90 -7.85 -3.40 0.10

Entry 6:
58
Properties=species:S:1:pos:R:3:nbo_charge:R:1 method="wB97M-V/def2-TZVPD" e_lumo_ev=0.02 homo_energy_ev=-1.727 de_lowest_kj_mol=294.72 energy_ha=-2042.1182 total_charge=-1 multiplicity=1 gap_ev=1.7
C -1.69 0.08 -2.23 -0.74
C -2.16 0.59 -3.62 -0.43
C -2.61 2.08 -3.52 -0.53
C -4.09 2.23 -3.82 0.71
O -4.53 2.22 -4.96 -0.61
N -5.04 2.35 -2.74 -0.68
C -6.00 1.25 -2.88 0.24
C -5.54 -0.03 -2.63 -0.27
C -6.38 -1.11 -2.77 -0.21
C -7.68 -0.88 -3.17 -0.22
C -8.12 0.39 -3.42 -0.22
C -7.30 1.50 -3.28 -0.25
H -1.85 -1.01 -2.15 0.14
H -2.40 0.52 -1.50 0.13
H -2.98 -0.07 -3.97 0.18
H -1.34 0.49 -4.34 0.19
H -2.08 2.60 -4.33 0.22
H -2.33 2.46 -2.53 0.23
H -4.56 2.20 -1.85 0.38
H -4.51 -0.18 -2.32 0.24
H -5.96 -2.10 -2.57 0.21
H -8.35 -1.73 -3.28 0.20
H -9.14 0.56 -3.76 0.20
H -7.64 2.50 -3.49 0.22
C -0.17 -0.95 4.32 -0.26
O -0.65 -0.74 2.98 -0.72
P -0.79 0.86 2.40 2.27
O -2.11 0.67 1.73 -1.01
O 0.43 0.66 1.35 -0.79
C 1.72 0.24 1.83 -0.25
O -0.75 2.57 2.20 -0.70
C -0.41 3.34 3.35 -0.27
H -0.90 -1.55 4.87 0.18
H 0.78 -1.49 4.28 0.18
H -0.02 -0.01 4.85 0.16
H 1.80 -0.84 1.76 0.19
H 1.89 0.55 2.86 0.15
H 2.49 0.69 1.20 0.21
H 0.59 3.07 3.72 0.16
H -1.14 3.19 4.15 0.16
H -0.40 4.39 3.07 0.19
C 7.69 -0.19 0.45 -0.27
O 6.77 -0.10 1.55 -0.73
P 5.60 -1.33 1.75 2.29
O 4.43 -0.48 2.08 -1.04
O 6.34 -1.86 3.12 -0.80
C 7.72 -2.19 3.08 -0.25
O 4.78 -2.83 1.60 -0.70
C 5.08 -3.62 0.44 -0.27
H 7.64 0.72 -0.13 0.19
H 8.71 -0.31 0.84 0.17
H 7.47 -1.04 -0.20 0.16
H 8.32 -1.32 3.38 0.18
H 8.04 -2.51 2.08 0.15
H 7.91 -3.00 3.78 0.19
H 6.14 -3.87 0.40 0.15
H 4.80 -3.08 -0.47 0.18
H 4.50 -4.54 0.49 0.20